Record 1
Below is one molecule with the formula C4H6O3Si, with properties calculated with the ωB97M-V functional and the def2-TZVPD basis.

XYZ file:
```
14
Properties=species:S:1:pos:R:3:forces:R:3
O -0.268032 2.354242 -0.159276 2.214 1.219 -0.780
C 0.093504 1.069757 -0.049581 0.357 -1.559 0.859
C 1.376367 0.656923 -0.049896 0.541 0.905 0.067
C 1.621186 -0.754407 0.139059 0.674 -2.310 -0.354
C 0.579412 -1.587789 -0.016295 -1.089 -0.817 1.512
Si -1.037146 -0.474147 0.032811 1.690 -0.661 1.168
O -2.082202 -0.326160 -1.174337 -1.506 -1.385 0.621
O -1.984799 -0.833946 1.313953 -2.395 1.061 1.498
H 0.659517 2.727223 -0.331197 -2.161 0.447 0.298
H 2.269130 1.283401 -0.163809 -0.485 0.303 0.026
H 2.638707 -1.236434 0.353680 -1.357 1.300 -0.277
H 0.741043 -2.650199 0.327889 -0.518 1.152 -0.768
H -1.704940 0.189668 -1.831037 0.741 1.563 -2.436
H -2.901742 -0.418132 1.608038 3.293 -1.217 -1.434
```
Forces are in eV/Å.

Properties
SMILES ... OC1=CC=C[Si]1(O)O
Gap between HOMO and LUMO ... 8.6 eV
Strongest force on any atom ... 3.792 eV Å⁻¹
ΔE to the lowest compared entry with this formula, charge and spin ... 0.0000 eV
Calculated total energy ... -18266.0048 eV


Record 2
Below is C4H6O3Zn as an isolated structure, with properties calculated with the ωB97M-V functional and the def2-TZVPD basis.

XYZ file:
```
14
Properties=species:S:1:pos:R:3:forces:R:3
H -1.404352 1.698457 0.026830 0.268 -0.188 -0.636
C -0.918265 0.754756 -0.264718 1.499 -1.195 -2.935
C 0.439013 0.571773 0.099810 1.713 -0.707 6.454
H -0.293473 0.573984 -1.356271 -3.478 1.055 0.473
H 0.958028 -0.326067 -0.254858 -0.257 0.316 0.065
O -1.946538 -0.228887 0.060906 0.403 1.298 0.992
O -1.541923 -1.597593 -0.198349 2.039 -0.470 1.443
Zn -2.819534 -1.288145 -1.447913 -2.016 -0.162 -2.472
C 0.691363 -0.269170 2.694398 -0.741 0.790 -0.552
C 0.712062 0.753432 1.821458 -1.292 -0.512 -2.696
O 0.864197 -0.158987 4.069281 -0.290 -0.248 -0.087
H 0.236913 -1.227052 2.421229 1.051 -0.060 -0.012
H 0.425159 1.761191 2.155020 1.035 -0.034 0.194
H 0.999962 0.763510 4.307250 0.066 0.118 -0.231
```
Forces are in eV/Å.

Properties
2S+1 ... 2
Gap between HOMO and LUMO (spin up / spin down) ... 6.1 / 3.8 eV
Strongest force on any atom ... 6.715 eV Å⁻¹
Net charge ... -1
ΔE to the lowest compared entry with this formula, charge and spin ... 6.1315 eV
Calculated total energy ... -58797.1006 eV


Record 3
Below is C4H6O4Rb as an isolated structure, with properties calculated with the ωB97M-V functional and the def2-TZVPD basis.

XYZ file:
```
15
Properties=species:S:1:pos:R:3:forces:R:3
O -0.996329 1.662000 0.395425 0.880 -0.219 -0.125
C -1.460347 1.558934 -0.747028 0.295 -1.389 1.164
H -2.320864 0.882910 -0.871866 0.207 0.038 -0.236
H -1.383330 3.008070 -2.262040 0.220 -0.131 -0.079
C -0.778554 2.160190 -1.902318 -0.426 0.698 -0.405
H 0.233535 2.495911 -1.652704 -0.342 -0.113 -0.007
H -0.778101 1.419391 -2.717456 0.050 0.198 0.269
O -0.684098 0.296572 1.363137 -1.214 1.320 -0.454
Rb -1.857785 1.794426 4.680665 0.219 -0.227 -0.384
H 0.238101 -2.802303 2.717628 0.286 -0.127 -0.148
O 0.681859 -0.833509 2.840721 0.479 -1.312 0.126
O 2.778034 -3.521896 3.113363 -0.001 0.295 0.016
C 1.003221 -2.007987 2.752733 -0.588 1.538 0.447
C 2.469062 -2.394541 2.839485 0.092 -0.480 -0.358
H 3.197786 -1.585804 2.627234 -0.157 -0.087 0.174
```
Forces are in eV/Å.

Properties
Gap between HOMO and LUMO (spin up / spin down) ... 8.6 / 8.6 eV
Strongest force on any atom ... 1.849 eV Å⁻¹
Net charge ... +1
ΔE to the lowest compared entry with this formula, charge and spin ... 1.5781 eV
Calculated total energy ... -13078.3339 eV


Record 4
Below is a 2-piece molecular cluster, C4H6OS overall, with properties calculated with the ωB97M-V functional and the def2-TZVPD basis.

XYZ file:
```
12
Properties=species:S:1:pos:R:3:forces:R:3
C -0.173259 0.626690 2.071992 -0.054 0.095 0.091
C 1.201559 0.155183 -1.165406 0.151 0.038 -0.376
C 0.380386 -0.323760 1.300920 0.196 -0.138 0.335
C 0.822005 -0.089441 0.013649 -0.590 -0.236 -0.130
O -1.306445 -1.124265 -0.708936 0.422 -0.083 0.985
S -1.322064 -0.843687 -2.176457 -0.883 0.576 -1.024
H -0.516702 0.414926 3.068613 -0.042 -0.126 0.160
H -0.303652 1.632043 1.712469 0.012 0.190 -0.110
H 0.449181 -0.091931 -1.999744 0.174 0.088 0.105
H 2.133533 0.535419 -1.532396 0.366 0.185 0.031
H 0.489645 -1.337691 1.664274 -0.015 -0.040 0.057
H -1.854186 0.446516 -2.248978 0.263 -0.548 -0.126
```
Forces are in eV/Å.

Properties
Gap between HOMO and LUMO (spin up / spin down) ... 6.7 / 7.9 eV
Strongest force on any atom ... 1.469 eV Å⁻¹
ΔE to the lowest compared entry with this formula, charge and spin ... 5.0996 eV
Calculated total energy ... -17123.0303 eV


Record 5
Below is one molecule with the formula C4H6OS, with properties calculated with the ωB97M-V functional and the def2-TZVPD basis.

XYZ file:
```
12
Properties=species:S:1:pos:R:3:forces:R:3
O 2.454979 -0.180816 -1.244420 0.022 0.557 0.548
C 1.483360 0.052867 -0.580946 -0.322 -0.251 -0.302
C 0.146500 -0.642830 -0.832137 -0.358 1.420 -1.714
C -0.982883 0.076771 -0.059644 0.902 -0.822 -0.531
C -0.340570 0.546737 1.245353 -0.783 0.901 0.026
S 1.368671 1.168517 0.854267 -0.840 -0.593 -0.368
H 0.007028 -0.740757 -1.951039 0.050 0.595 1.114
H 0.343222 -1.653878 -0.589472 -0.177 -1.201 0.958
H -1.794472 -0.639430 0.114292 -0.005 0.364 0.143
H -1.373207 0.954578 -0.602756 0.250 -0.490 0.036
H -0.270458 -0.242305 1.975022 0.194 -0.384 0.179
H -1.042169 1.300545 1.671481 1.067 -0.094 -0.089
```
Forces are in eV/Å.

Properties
SMILES ... O=C1CCCS1
Gap between HOMO and LUMO ... 10.3 eV
Strongest force on any atom ... 2.254 eV Å⁻¹
ΔE to the lowest compared entry with this formula, charge and spin ... 0.1137 eV
Calculated total energy ... -17128.0162 eV


Record 6
Below is one molecule with the formula C4H6OS2, with properties calculated with the ωB97M-V functional and the def2-TZVPD basis.

XYZ file:
```
13
Properties=species:S:1:pos:R:3:forces:R:3
S 2.926310 -0.469895 -0.250436 0.081 -0.242 -1.455
C 1.539051 0.137138 0.628900 -1.561 -1.130 -1.726
C 0.287420 0.467119 -0.151658 -0.891 1.482 -1.067
O -0.981302 1.245376 0.015218 2.102 -0.984 -0.167
C -1.932845 0.274116 -0.371988 -0.846 0.079 2.086
S -1.205637 -1.584146 -0.019815 0.101 1.095 -0.364
C 0.168695 -0.677685 0.714403 -0.806 0.177 1.629
H 2.220487 -0.821365 -1.405947 0.718 0.263 1.123
H 1.832636 0.598925 1.528255 -0.026 0.357 1.073
H 0.397847 0.235294 -1.246847 0.026 0.259 1.139
H -2.163876 0.419403 -1.402253 -0.255 -0.481 -0.864
H -2.822037 0.470121 0.302214 0.832 -0.594 -0.986
H -0.266746 -0.294402 1.659953 0.526 -0.280 -0.420
```
Forces are in eV/Å.

Properties
SMILES ... S[C@H]1[C@@H]2OCS[C@@H]12
Gap between HOMO and LUMO ... 9.5 eV
Strongest force on any atom ... 2.587 eV Å⁻¹
ΔE to the lowest compared entry with this formula, charge and spin ... 4.4172 eV
Calculated total energy ... -27958.8613 eV


Record 7
Below is a 2-piece molecular cluster, C4H6OS2 overall, with properties calculated with the ωB97M-V functional and the def2-TZVPD basis.

XYZ file:
```
13
Properties=species:S:1:pos:R:3:forces:R:3
C -0.723657 -0.631101 0.978910 -0.347 -0.785 -0.543
C -0.891403 0.779530 0.371070 1.978 -1.705 -0.225
C 1.446163 1.256295 -0.566122 -3.452 4.370 2.078
C 0.341324 0.292883 1.213378 1.638 2.397 -0.211
H 0.259850 -1.424785 -1.255997 -1.925 -1.670 3.105
H -1.184422 -0.551527 1.954498 -1.033 -1.214 -0.150
H -1.603636 1.284339 0.934520 -1.214 1.522 0.048
H 2.151470 1.261532 -1.394612 0.379 -0.240 0.653
H 1.187923 2.376063 0.055017 1.755 -2.690 -2.195
H 0.503860 0.607149 2.257365 0.076 0.167 -0.690
O 1.540732 0.341581 0.457861 -0.083 -1.179 -0.755
S -0.573409 -2.230271 0.192455 1.609 2.226 -2.972
S -0.343808 1.200830 -1.329773 0.619 -1.198 1.857
```
Forces are in eV/Å.

Properties
Gap between HOMO and LUMO ... 8.7 eV
Strongest force on any atom ... 5.944 eV Å⁻¹
ΔE to the lowest compared entry with this formula, charge and spin ... 4.8239 eV
Calculated total energy ... -27958.4547 eV


Record 8
Below is one molecule with the formula C4H6OS3, with properties calculated with the ωB97M-V functional and the def2-TZVPD basis.

XYZ file:
```
14
Properties=species:S:1:pos:R:3:forces:R:3
O 1.518911 1.039613 1.721102 -0.087 0.194 -0.365
C 0.808144 1.528154 0.875296 -0.301 -0.509 0.386
C -0.096428 0.668194 -0.020300 0.227 1.007 1.501
S -1.332646 1.596319 -0.905568 -0.131 -0.184 0.032
C 0.518479 -0.533334 -0.622157 0.246 -0.969 -2.298
S 2.246633 -0.931523 -0.787379 0.056 0.235 0.737
C -0.348480 -0.779599 0.505815 0.620 0.361 1.047
S -1.991691 -1.472807 0.422666 0.065 -0.006 -0.037
H 0.758112 2.638722 0.768049 -0.127 -0.484 -0.293
H -2.157631 1.771172 0.145558 0.074 -0.007 -0.131
H 0.042461 -0.830539 -1.531969 -0.162 0.108 -0.789
H 2.558849 -0.570625 0.481013 0.108 -0.144 -0.341
H 0.298724 -1.003518 1.348777 -0.728 0.152 0.623
H -1.698815 -2.694438 0.912330 0.140 0.247 -0.071
```
Forces are in eV/Å.

Properties
SMILES ... O=CC1(S)[C@@H](S)[C@@H]1S
Gap between HOMO and LUMO ... 9.5 eV
Strongest force on any atom ... 2.506 eV Å⁻¹
ΔE to the lowest compared entry with this formula, charge and spin ... 1.2216 eV
Calculated total energy ... -38796.8805 eV